## w
Molecular formula: C3H3NO2S
Method: DFT, ωB97M-V/def2-TZVPD

ORCA input file:
```
! RIJCOSX wB97M-V def2-TZVPD def2/J DEFGRID3
* xyz 0 1
S 0.7978 -1.0057 -0.1061
O -2.1069 1.5786 -0.3621
O -1.8747 -1.3921 0.0369
N 1.4838 0.5972 0.1826
C 2.7372 0.7255 -0.0326
C -1.2523 1.0288 0.2456
C -1.0177 -0.5466 0.1855
H 3.2182 1.7082 0.2101
H 3.4894 0.1225 -0.6782
H -0.8084 1.3418 1.0971
*
```

The calculation puts the highest occupied orbital energy at -9.602 eV. For the frontier orbital gap, the calculation gives 9.18 eV.


## x
Molecular formula: C3H3NO2S
Method: DFT, ωB97M-V/def2-TZVPD

ORCA input file:
```
! RIJCOSX wB97M-V def2-TZVPD def2/J DEFGRID3
* xyz 0 1
S 2.3784 0.8904 -0.0238
O 2.2335 1.2213 -1.3867
O 1.3325 1.3336 0.8968
N -1.7368 0.9049 0.5784
C 1.4141 -1.9641 -1.0564
C 0.4545 -1.2743 -0.9191
C -1.3946 1.9840 0.5799
H -1.3356 3.0072 0.9663
H -0.3483 -0.6477 -0.7960
H 2.3110 -2.6896 -1.2713
*
```

The calculation puts the highest occupied orbital energy at -10.792 eV. For the frontier orbital gap, the calculation gives 9.94 eV.


## y
Molecular formula: C3H3NO2S
Method: DFT, ωB97M-V/def2-TZVPD

ORCA input file:
```
! RIJCOSX wB97M-V def2-TZVPD def2/J DEFGRID3
* xyz 0 1
S -1.6277 0.9368 -0.4887
O 0.4478 -1.1429 -0.9785
O 2.1522 -0.4273 0.2660
N -2.9450 -1.6290 0.1295
C 0.1303 1.0700 0.1588
C 0.9788 -0.1984 -0.3748
C -2.2564 -0.5485 0.2644
H 0.3369 2.2336 -0.1778
H 2.4774 -1.3717 -0.0948
H 0.3059 1.0774 1.2958
*
```

The calculation puts the highest occupied orbital energy at -9.886 eV. For the frontier orbital gap, the calculation gives 9.59 eV.


Most stable: y


## w
Molecular formula: CH6NOP
Method: DFT, ωB97M-V/def2-TZVPD

ORCA input file:
```
! RIJCOSX wB97M-V def2-TZVPD def2/J DEFGRID3
* xyz 0 1
P -0.8484 -1.0232 0.5540
O -0.0532 0.7291 -1.9588
N 0.8665 -1.2328 0.5578
C -0.9171 1.0281 -0.9578
H 0.9107 0.5846 -1.7636
H -1.9618 0.9153 -1.2285
H -0.4819 1.6696 -0.0492
H -1.0670 -0.3685 1.7532
H 1.2688 -1.1204 1.4820
H 1.2224 -2.0518 0.0898
*
```

The calculation puts the highest occupied orbital energy at -7.009 eV. For the frontier orbital gap, the calculation gives 7.89 eV.


## x
Molecular formula: CH6NOP
Method: DFT, ωB97M-V/def2-TZVPD

ORCA input file:
```
! RIJCOSX wB97M-V def2-TZVPD def2/J DEFGRID3
* xyz 0 1
P 1.0864 -0.5984 -0.3605
O 1.9137 0.7983 -0.0005
N 0.4305 -0.3233 -1.9380
C -1.2026 -0.3253 1.6108
H 1.4458 1.5680 -0.3745
H -1.0444 0.7397 1.4715
H -0.5769 -0.6992 2.5103
H -2.1110 -0.9444 1.6075
H -0.4598 -0.7254 -2.0487
H 0.5182 0.5100 -2.4780
*
```

The calculation puts the highest occupied orbital energy (spin up / spin down) at -8.205 / -6.843 eV. For the frontier orbital gap (spin up / spin down), the calculation gives 8.71 / 7.28 eV.


Most stable: x


## w
Molecular formula: C3H2O2S
Method: DFT, ωB97M-V/def2-TZVPD

ORCA input file:
```
! RIJCOSX wB97M-V def2-TZVPD def2/J DEFGRID3
* xyz 0 1
S -1.7599 -0.3530 0.0841
O 0.1254 -2.2923 -0.0751
O -1.1008 2.2943 -0.0594
C -0.9114 1.1418 -0.0126
C -0.0766 -1.1316 -0.0019
C 0.8577 0.0250 0.0037
H 1.4806 0.1354 -0.8719
H 1.3850 0.1803 0.9330
*
```

The calculation puts the highest occupied orbital energy at -9.325 eV. For the frontier orbital gap, the calculation gives 9.39 eV.


## x
Molecular formula: C3H2O2S
Method: DFT, ωB97M-V/def2-TZVPD

ORCA input file:
```
! RIJCOSX wB97M-V def2-TZVPD def2/J DEFGRID3
* xyz 0 1
S 2.3489 -0.7598 3.0836
O -0.0659 1.5131 1.8186
O 0.3172 -2.4917 3.4415
C 1.2642 0.7469 -0.0569
C 1.1994 -1.7509 3.3473
C 0.5847 1.2363 0.9162
H 2.1927 0.4894 0.4165
H 0.7785 0.9291 -0.9798
*
```

The calculation puts the highest occupied orbital energy at -9.446 eV. For the frontier orbital gap, the calculation gives 9.98 eV.


Most stable: x


## w
Molecular formula: C4H9NO2S
Method: DFT, ωB97M-V/def2-TZVPD

ORCA input file:
```
! RIJCOSX wB97M-V def2-TZVPD def2/J DEFGRID3
* xyz 0 1
S -0.4530 -2.5212 1.5543
O -2.0740 2.2478 -1.4118
O 0.1660 2.4359 -1.3503
N -0.8702 0.7318 -0.2355
C -1.0206 1.8871 -0.9496
C 0.4569 -2.0207 0.0431
C 1.1023 -0.6634 0.2228
C 0.3239 0.5604 0.6554
H 0.9860 1.3959 0.4773
H -0.2182 -2.0025 -0.7921
H 0.1559 3.3953 -1.2044
H -1.6939 0.4102 0.2462
H 1.8878 -0.7740 0.9565
H -1.6635 -2.4933 0.9870
H 1.7296 -0.4378 -0.6383
H 1.1980 -2.7592 -0.2487
H -0.0130 0.6076 1.6881
*
```

The calculation puts the highest occupied orbital energy at -9.391 eV. For the frontier orbital gap, the calculation gives 9.96 eV.


## x
Molecular formula: C4H9NO2S
Method: DFT, ωB97M-V/def2-TZVPD

ORCA input file:
```
! RIJCOSX wB97M-V def2-TZVPD def2/J DEFGRID3
* xyz 0 1
S -3.1634 -0.1964 1.5393
O -1.6966 -0.1231 -0.5615
O -3.8315 -0.2484 -1.1376
N 0.3554 -0.0162 1.2033
C 1.7141 0.5253 -0.7422
C 2.5001 -0.6801 -0.9313
C -2.9363 -0.3033 -0.3313
C 0.8164 0.8919 0.1707
H 2.3800 -1.0679 -1.9341
H 1.8408 1.2474 -1.5886
H -1.0474 -0.1865 0.4104
H 0.8659 -0.8210 1.3789
H 3.5891 -0.3375 -1.1137
H 0.0986 0.3980 2.0389
H -4.4322 0.4141 1.6804
H 0.4301 1.9520 0.1592
H 2.5168 -1.4482 -0.2409
*
```

The calculation puts the highest occupied orbital energy at -9.176 eV. For the frontier orbital gap, the calculation gives 9.61 eV.


Most stable: w


## w
Molecular formula: CH2N2S2
Method: DFT, ωB97M-V/def2-TZVPD

ORCA input file:
```
! RIJCOSX wB97M-V def2-TZVPD def2/J DEFGRID3
* xyz 0 1
S -1.6942 1.0790 0.5204
S 1.1288 -1.6951 0.3477
N -1.3397 -1.5417 -0.0133
N 1.7987 -1.1234 -0.8811
C -1.7149 -0.4407 0.3203
H 2.3971 -0.2451 -0.8200
H -1.9186 -2.3596 -0.1617
*
```

The calculation puts the highest occupied orbital energy (spin up / spin down) at -7.809 / -7.807 eV. For the frontier orbital gap (spin up / spin down), the calculation gives 7.18 / 7.18 eV.


## x
Molecular formula: CH2N2S2
Method: DFT, ωB97M-V/def2-TZVPD

ORCA input file:
```
! RIJCOSX wB97M-V def2-TZVPD def2/J DEFGRID3
* xyz 0 1
S -1.0860 1.6488 -0.0729
S -2.4249 -0.5185 1.3831
N -2.3022 0.5952 0.2989
N 0.5505 -1.3158 -1.6838
C 0.5670 -0.8396 -0.6839
H 0.6997 -0.6697 0.4184
H -3.1376 0.6050 -0.3166
*
```

The calculation puts the highest occupied orbital energy (spin up / spin down) at -9.456 / -9.450 eV. For the frontier orbital gap (spin up / spin down), the calculation gives 7.33 / 7.32 eV.


Most stable: w


## w
Molecular formula: CH5NS
Method: DFT, ωB97M-V/def2-TZVPD

ORCA input file:
```
! RIJCOSX wB97M-V def2-TZVPD def2/J DEFGRID3
* xyz 0 1
S 0.4144 0.8729 -0.7513
N -1.4144 0.4675 0.4468
C 1.0748 -0.7168 -0.1806
H -2.0808 0.6383 -0.2245
H 1.6430 -1.0268 -1.0765
H -1.4890 1.3187 0.9388
H 1.7581 -0.3873 0.6957
H 0.0940 -1.1666 0.1516
*
```

The calculation puts the highest occupied orbital energy (spin up / spin down) at -8.943 / -8.943 eV. For the frontier orbital gap (spin up / spin down), the calculation gives 8.51 / 8.51 eV.


## x
Molecular formula: CH5NS
Method: DFT, ωB97M-V/def2-TZVPD

ORCA input file:
```
! RIJCOSX wB97M-V def2-TZVPD def2/J DEFGRID3
* xyz 0 1
S -0.1190 -2.0185 1.2920
N 0.5660 0.5744 0.6879
C -0.0465 0.6770 -0.5718
H 1.5567 0.3551 0.6160
H 0.2167 1.6598 -0.9993
H -1.3094 -1.8364 0.7373
H 0.2677 -0.0717 -1.3108
H -1.1321 0.6603 -0.4514
*
```

The calculation puts the highest occupied orbital energy (spin up / spin down) at -9.250 / -9.249 eV. For the frontier orbital gap (spin up / spin down), the calculation gives 6.97 / 6.97 eV.


## y
Molecular formula: CH5NS
Method: DFT, ωB97M-V/def2-TZVPD

ORCA input file:
```
! RIJCOSX wB97M-V def2-TZVPD def2/J DEFGRID3
* xyz 0 1
S -2.1213 0.5689 0.3434
N 1.0306 -0.4467 0.6317
C 1.1283 0.1922 -0.5351
H -2.2303 -0.3833 -0.6519
H -2.0781 -0.3762 1.3121
H 1.9194 -0.5563 1.0968
H 2.0373 0.7322 -0.9747
H 0.3141 0.2691 -1.2221
*
```

The calculation puts the highest occupied orbital energy at -9.341 eV. For the frontier orbital gap, the calculation gives 10.36 eV.


## z
Molecular formula: CH5NS
Method: DFT, ωB97M-V/def2-TZVPD

ORCA input file:
```
! RIJCOSX wB97M-V def2-TZVPD def2/J DEFGRID3
* xyz 0 1
S 1.1086 -1.3928 -0.3327
N -1.4954 1.8292 0.0747
C -0.6735 1.1336 0.7666
H -1.3242 2.4179 -0.7274
H -2.4901 1.7311 0.2511
H 0.8532 -2.4816 -1.0730
H -0.9533 0.4486 1.5812
H 0.4098 1.0778 0.6109
*
```

The calculation puts the highest occupied orbital energy at -6.726 eV. For the frontier orbital gap, the calculation gives 5.57 eV.


Most stable: y


## w
Molecular formula: C16H28N3O2S2Tc
Method: DFT, ωB97M-V/def2-TZVPD

ORCA input file:
```
! RIJCOSX wB97M-V def2-TZVPD def2/J DEFGRID3
* xyz 3 2
Tc -0.4548 1.3805 -0.3208
S 1.9401 0.5450 1.8132
S -1.8599 2.7244 0.6956
O 1.2337 1.1664 0.4944
O -1.8477 0.2475 -0.8354
N -4.5136 2.9709 0.6463
N -3.8336 0.8373 0.1886
N -0.0303 1.5998 -2.3759
C -3.0268 -3.7052 -1.1010
C -3.4605 -1.4355 -0.4274
C -5.9297 2.4882 0.6679
C 4.2841 -0.7420 2.2446
C 2.5825 2.0067 2.6419
C 3.3899 -0.2414 1.1100
C 3.5746 2.8427 1.8550
C -4.2995 4.4153 0.9130
C -5.1254 -3.1283 -0.0134
C -2.6161 -2.3965 -1.0174
C -4.3142 4.7452 2.3974
C -3.5567 2.1155 0.4393
C -3.0524 -0.0632 -0.3257
C -4.2807 -4.0723 -0.5992
C -4.7235 -1.8169 0.0740
C -6.2789 1.7759 1.9657
H -6.0914 -3.4297 0.3665
H -3.5495 4.1890 2.9427
H -5.0991 4.9343 0.3881
H -5.6554 0.8960 2.1194
H -1.6536 -2.1064 -1.4147
H -0.4318 2.4503 -2.7754
H 0.9739 1.6527 -2.5659
H -3.3649 4.7173 0.4451
H 1.6814 2.5519 2.9320
H 3.0025 1.5892 3.5635
H -6.1813 2.4315 2.8283
H 3.8780 0.4808 0.4563
H 3.7779 3.7475 2.4273
H -7.3181 1.4539 1.9097
H 3.7547 -1.4161 2.9177
H 2.9902 -1.0681 0.5207
H -6.0638 1.8366 -0.1920
H -6.5437 3.3738 0.5260
H 5.1009 -1.3029 1.7920
H -0.3987 0.8174 -2.9219
H -4.6020 -5.1034 -0.6716
H -2.3911 -4.4504 -1.5582
H 3.1800 3.1484 0.8864
H -5.3671 -1.0723 0.5207
H -5.2834 4.5385 2.8469
H 4.5241 2.3299 1.7139
H -4.1145 5.8092 2.5184
H 4.7244 0.0728 2.8174
*
```

As for the expectation value of S²: 0.76. The calculation puts the highest occupied orbital energy (spin up / spin down) at -17.285 / -17.279 eV. For the frontier orbital gap (spin up / spin down), the calculation gives 5.38 / 5.14 eV.


## x
Molecular formula: C16H28N3O2S2Tc
Method: DFT, ωB97M-V/def2-TZVPD

ORCA input file:
```
! RIJCOSX wB97M-V def2-TZVPD def2/J DEFGRID3
* xyz 3 2
Tc 0.3411 -1.2182 -1.1010
S -0.4025 0.7485 -1.3610
S 3.6680 -1.3330 -0.9377
O -0.9692 -1.6445 0.1706
O 2.2001 -1.3708 -1.4837
N -2.1136 0.2667 0.6994
N -0.4330 -2.8916 -2.0005
N -2.3211 2.2894 -0.3167
C -3.3128 2.6831 0.6807
C -2.6733 3.0927 2.0202
C -3.3541 -2.7812 4.3806
C -3.7145 -1.4695 4.0503
C 4.0685 0.4692 -0.9795
C 4.0203 1.1031 -2.3607
C -1.9180 -2.9070 2.4527
C 6.0946 -2.1557 -1.8970
C -2.4539 -3.4823 3.5788
C -1.9512 3.2300 -1.3778
C -2.2817 -1.5938 2.1097
C 4.6561 -1.9857 -2.3539
C -1.7322 -0.9768 0.9419
C -3.1841 -0.8855 2.9271
C -1.7705 1.0946 -0.1989
C -0.8096 4.1786 -0.9629
H -1.6804 2.6719 -2.2709
H -3.4579 0.1234 2.6538
H -4.4063 -0.9229 4.6750
H 4.5585 -1.3051 -3.1936
H -0.5233 4.7981 -1.8136
H 6.5113 -1.2220 -1.5097
H -1.1082 4.8509 -0.1592
H -2.0128 3.9485 1.8866
H -2.1191 2.2653 2.4633
H 0.0621 3.6038 -0.6384
H -3.9879 1.8407 0.8235
H 4.0167 2.1895 -2.2641
H 6.7031 -2.4451 -2.7530
H -3.4583 3.3864 2.7150
H 3.3809 0.9292 -0.2703
H -1.2134 -3.4645 1.8405
H 6.2010 -2.9348 -1.1428
H -2.1725 -4.4921 3.8477
H -3.8693 3.5138 0.2588
H 4.8893 0.8506 -2.9649
H 5.0618 0.5457 -0.5325
H 3.1131 0.8163 -2.8984
H -3.7729 -3.2551 5.2584
H -2.8392 3.8099 -1.6174
H 0.2817 -3.4268 -2.5023
H 4.2079 -2.9503 -2.5998
H -1.1666 -2.6842 -2.6797
H -0.8530 -3.5014 -1.2929
*
```

As for the expectation value of S²: 0.82. The calculation puts the highest occupied orbital energy (spin up / spin down) at -17.420 / -17.430 eV. For the frontier orbital gap (spin up / spin down), the calculation gives 5.14 / 5.11 eV.


Most stable: w


## w
Molecular formula: C4H11O2P
Method: DFT, ωB97M-V/def2-TZVPD

ORCA input file:
```
! RIJCOSX wB97M-V def2-TZVPD def2/J DEFGRID3
* xyz 0 1
P 3.1592 -1.9618 1.3667
O 2.9488 -0.5591 1.6174
O 0.8600 0.7894 -0.0266
C -0.4830 0.3231 -0.2656
C -0.5156 -0.3763 -1.6204
C -1.1816 1.6339 -0.6103
C -1.1096 -0.4351 0.8923
H 0.1403 -1.2533 -1.5426
H -0.1422 0.4101 -2.2627
H -0.7783 2.3648 -1.2572
H -2.0885 -0.6240 0.6469
H -1.0054 0.2353 1.8270
H -1.4559 2.1701 0.2966
H -0.4294 -1.2290 1.1026
H -1.5601 -0.7444 -1.8297
H 1.4461 0.1549 0.4951
H 4.2492 -2.3500 2.3389
H -2.0543 1.4514 -1.1684
*
```

The calculation puts the highest occupied orbital energy at -9.639 eV. For the frontier orbital gap, the calculation gives 8.25 eV.


## x
Molecular formula: C4H11O2P
Method: DFT, ωB97M-V/def2-TZVPD

ORCA input file:
```
! RIJCOSX wB97M-V def2-TZVPD def2/J DEFGRID3
* xyz 0 1
P 0.0908 -0.1965 -0.1214
O 2.8991 1.1806 -0.3753
O -1.1958 -1.2340 -0.1855
C 3.1158 1.0747 0.7917
C -1.4097 -2.5213 -0.7491
C -0.7000 1.0184 -1.2880
C -0.4211 0.6651 1.4330
H -0.6244 1.7411 1.1987
H -1.6815 1.3016 -0.7443
H -1.3944 0.3073 1.7190
H 3.6365 1.8654 1.4020
H -0.4629 -3.0170 -0.9194
H -2.2316 -2.9602 -0.2682
H 0.3582 0.5409 2.1293
H -0.1436 1.9062 -1.4073
H -1.9035 -2.5250 -1.8028
H -0.7795 0.6107 -2.2583
H 2.8477 0.2420 1.4461
*
```

The calculation puts the highest occupied orbital energy at -8.381 eV. For the frontier orbital gap, the calculation gives 9.20 eV.


## y
Molecular formula: C4H11O2P
Method: DFT, ωB97M-V/def2-TZVPD

ORCA input file:
```
! RIJCOSX wB97M-V def2-TZVPD def2/J DEFGRID3
* xyz 0 1
P 0.5589 0.5701 0.1560
O -0.1287 -0.8005 2.4394
O 0.6739 1.7558 0.9953
C 1.9773 0.1002 -1.0405
C 0.5372 -1.2635 1.2846
C -2.1691 0.5978 -0.3252
C -0.7549 0.4759 -1.0271
H -2.4971 -0.3229 0.2082
H 0.1549 -2.1850 0.7414
H 1.4279 0.2706 -1.9428
H -0.6164 1.1202 -1.9312
H 2.1791 -0.9586 -0.8968
H 2.7934 0.6691 -0.8859
H -0.7578 -0.5391 -1.3285
H -2.4307 1.5708 0.3057
H -2.9356 0.5586 -1.0852
H 0.4453 -0.2103 2.9135
H 1.5423 -1.4093 1.4190
*
```

The calculation puts the highest occupied orbital energy at -8.893 eV. For the frontier orbital gap, the calculation gives 9.64 eV.


Most stable: y